1.
Computed, not measured: a 8-piece molecular cluster, H16O8 overall, with ωB97M-V/def2-TZVPD.

```
! RIJCOSX wB97M-V def2-TZVPD def2/J DEFGRID3
* xyz 0 1
O 1.7626 -1.2688 -2.0587
H 1.3239 -2.1352 -0.2826
H -2.4931 -3.9580 -1.0962
H 3.1919 3.4981 1.2778
H 0.5785 -0.4831 2.3902
H -1.8880 -0.7551 1.2082
H -0.2992 1.6899 -1.0390
H -3.6866 -4.9077 -0.9024
H -0.4755 3.6004 1.3327
O -3.3486 -4.1119 -1.3645
O 0.2436 3.1106 0.9653
H 0.1534 -2.7235 -0.7767
O -0.8723 1.2791 -0.4348
H -0.2037 -0.8930 1.2010
H -0.8965 0.2790 -0.5523
H -1.3792 0.2442 2.3411
H 2.2661 -0.8517 -2.7757
O -2.0329 0.0798 1.6130
O 3.1767 3.5088 0.2884
H 3.2197 2.5860 -0.0159
O 0.3374 -0.0935 1.5551
H 0.2578 2.3054 1.5020
O 0.5560 -1.9242 -0.7466
H 1.7508 -2.1350 -2.3503
*
```

Its LUMO energy is -0.295 eV. The structure (SMILES) is O.O.O.O.O.O.O.O. The HOMO energy is -9.759 eV.

Here are the Löwdin charges for atoms 1 to 4, given in e: -0.063 0.047 -0.034 0.050

---

2.
Computed, not measured: a 8-piece molecular cluster, H16O8 overall, with ωB97M-V/def2-TZVPD.

```
! RIJCOSX wB97M-V def2-TZVPD def2/J DEFGRID3
* xyz 0 1
H -0.8871 -0.1723 -0.4814
H 1.8300 0.2293 -3.6101
O 1.0330 0.0926 -3.0885
H 0.0307 2.9593 0.4180
O -4.3476 0.0829 -1.2146
H 2.6682 -0.3885 3.7658
H 2.0251 0.1874 2.5111
O 2.0555 -1.4382 -0.6103
H -1.9412 -0.3271 -2.5882
H 0.2558 -1.0041 2.7039
H -0.1175 2.6434 1.9095
O 0.3732 -1.9035 3.0272
H -0.8837 0.7797 -2.5066
O 0.2132 2.2794 1.0783
H 0.1873 -2.4572 2.2598
H 2.5262 -1.6724 0.1957
H -4.4979 -0.5172 -1.9513
O -0.3497 -0.2754 0.3226
O 2.4771 0.4455 3.3201
O -1.7377 0.5011 -2.1344
H 1.3210 -0.8618 -0.3103
H -3.4573 0.4556 -1.3640
H -0.1285 0.6501 0.6026
H 1.3519 -0.2885 -2.2548
*
```

Its LUMO energy is 0.092 eV. The structure (SMILES) is O.O.O.O.O.O.O.O. The HOMO energy is -11.169 eV.

Here are the Löwdin charges for atoms 1 to 4, given in e: 0.017 0.054 -0.050 0.070

---

2 is favored, and the nearest alternative lies 108.3 kcal/mol above it.